Record 1
Here is one molecule with the formula C3H3NO3S from the OMol25 dataset. Energies are from wB97M-V/def2-TZVPD.

Last column: Mulliken charge in e.
Cartesian coordinates (Å):
1 C -0.8960 -0.1658 -0.0520  -0.044
2 C 1.3255 -0.3816 -0.0342  0.247
3 C 0.2506 0.5562 -0.0530  0.740
4 H -2.2748 1.1415 -0.0094  0.340
5 H -1.0491 -2.1251 0.5368  0.266
6 H 1.3440 2.0983 -0.0487  0.273
7 N -0.6090 -1.5097 -0.1715  -0.130
8 O -2.1804 0.1877 -0.0309  -0.506
9 O 0.7786 -1.6332 -0.0456  -0.243
10 O 0.3735 1.9074 -0.0513  -0.551
11 S 2.9372 -0.0757 -0.0402  -0.392

Computed properties:
charge = 0
Kohn-Sham gap = 8.62 eV
SMILES = Oc1[nH]oc(=S)c1O
total energy = -794.71602 Ha
energy above the lowest of the compared OMol25 structures with the same formula, charge and spin = 2.564 eV
HOMO level = -8.324 eV

=====

Record 2
Here is one molecule with the formula C3H3NO4 from the OMol25 dataset. Energies are from wB97M-V/def2-TZVPD.

Last column: Mulliken charge in e.
Cartesian coordinates (Å):
1 C 0.5316 -0.8339 0.2814  0.596
2 C -0.6908 -0.8704 0.7566  -0.954
3 C -1.5263 0.2317 0.3615  0.739
4 H 2.1779 -1.2315 -0.6978  0.435
5 H -1.0580 -1.8205 0.7818  0.360
6 H 2.3461 1.2527 -0.8958  0.396
7 N 0.6270 0.5209 -0.0595  0.304
8 O 1.7368 -1.5751 0.1582  -0.502
9 O -2.5925 0.9028 0.4190  -0.572
10 O -0.5389 1.0850 -0.2901  -0.233
11 O 1.6768 0.4609 -1.1833  -0.568

Computed properties:
charge = 0
Kohn-Sham gap = 9.34 eV
SMILES = O=c1cc(O)n(O)o1
total energy = -471.63725 Ha
energy above the lowest of the compared OMol25 structures with the same formula, charge and spin = 6.420 eV
HOMO level = -9.620 eV

=====

Record 3
Here is one molecule with the formula C3H3NO4 from the OMol25 dataset. Energies are from wB97M-V/def2-TZVPD.

Last column: Mulliken charge in e.
Cartesian coordinates (Å):
1 C 0.0552 -0.0778 -0.2088  0.328
2 C 0.8934 1.1912 -0.0132  0.250
3 C -1.5738 0.1274 -0.1537  0.402
4 H 2.1858 -0.4062 -0.0262  0.425
5 H 0.2423 2.0605 0.2090  0.359
6 H -1.9342 -1.7204 0.1243  0.326
7 N 0.5569 -1.2117 -0.1926  -0.256
8 O 1.7687 -1.3771 -0.0499  -0.359
9 O 2.0910 1.0811 0.1939  -0.542
10 O -2.3548 -0.9452 0.2899  -0.435
11 O -1.9306 1.2782 -0.1726  -0.498

Computed properties:
charge = 0
Kohn-Sham gap = 9.26 eV
SMILES = O=C/C(=N\O)C(=O)O
total energy = -471.73161 Ha
energy above the lowest of the compared OMol25 structures with the same formula, charge and spin = 3.852 eV
HOMO level = -10.018 eV

=====

Record 4
Here is a 2-piece molecular cluster, C3H3NO4 overall from the OMol25 dataset. Energies are from wB97M-V/def2-TZVPD.

Last column: Mulliken charge in e.
Cartesian coordinates (Å):
1 C 0.7006 -0.1819 -0.7461  -0.016
2 C 0.9356 1.0153 -0.0050  -0.058
3 C -0.6118 -0.6863 -0.1967  0.555
4 H 1.8881 -1.9867 -1.2365  0.374
5 H 1.7416 1.7866 -0.0999  0.354
6 H -1.6645 0.0420 2.0434  0.343
7 N -1.2795 0.5108 0.1513  0.209
8 O 1.7631 -0.6605 -1.6337  -0.583
9 O -0.1001 1.4560 0.6092  -0.340
10 O -2.1044 0.3569 1.2128  -0.336
11 O -1.2686 -1.6522 -0.0988  -0.502

Computed properties:
charge = 0
Kohn-Sham gap = 8.68 eV
total energy = -471.58619 Ha
energy above the lowest of the compared OMol25 structures with the same formula, charge and spin = 7.809 eV
HOMO level = -9.070 eV

=====

Record 5
Here is a 2-piece molecular cluster, C3H3NOS overall from the OMol25 dataset. Energies are from wB97M-V/def2-TZVPD.

Last column: Mulliken charge in e.
Cartesian coordinates (Å):
1 C -0.7448 -0.2029 0.4646  -0.427
2 C -0.1173 0.8577 -0.1162  -0.212
3 C 0.1553 -1.2951 0.3591  0.009
4 N 1.2054 -0.8452 -0.2407  0.150
5 O 1.0921 0.5272 -0.5716  -0.303
6 S 0.0149 -3.7449 1.2767  -0.243
7 H -1.7128 -0.2235 0.9161  0.360
8 H -0.4228 1.8767 -0.2593  0.426
9 H 2.0716 -1.3000 -0.4854  0.239

Computed properties:
charge = 0
Kohn-Sham gap (spin up / spin down) = 7.36 / 7.35 eV
total energy = -644.10029 Ha
energy above the lowest of the compared OMol25 structures with the same formula, charge and spin = 5.079 eV
HOMO level (spin up / spin down) = -8.120 / -8.121 eV

=====

Record 6
Here is C3H3NOS as an isolated structure from the OMol25 dataset. Energies are from wB97M-V/def2-TZVPD.

Last column: Mulliken charge in e.
Cartesian coordinates (Å):
1 C -0.9586 0.1609 -0.0323  0.411
2 C -0.0392 1.3376 0.0747  -0.392
3 C 1.3601 0.9191 -0.0607  0.007
4 H -0.3033 1.8610 1.0134  0.286
5 H -0.3550 2.0302 -0.6389  0.323
6 H 2.1155 1.6617 0.0409  0.382
7 N 1.6337 -0.2953 -0.0854  -0.459
8 O -2.1738 0.1349 -0.0677  -0.556
9 S 0.1452 -1.1919 0.0521  -0.002

Computed properties:
charge = 0
Kohn-Sham gap = 10.26 eV
total energy = -644.27019 Ha
energy above the lowest of the compared OMol25 structures with the same formula, charge and spin = 0.456 eV
HOMO level = -9.712 eV

=====

Record 7
Here is C3H3NOS as an isolated structure from the OMol25 dataset. Energies are from wB97M-V/def2-TZVPD.

Last column: Mulliken charge in e.
Cartesian coordinates (Å):
1 C 0.1175 0.2032 -0.0448  0.444
2 C -1.7157 -0.3060 0.8500  -0.332
3 C -1.5689 -1.1378 -0.1884  -0.107
4 H 2.6832 -0.5523 -0.6664  0.162
5 H -2.4828 -0.1305 1.5150  0.439
6 H -2.1012 -2.0544 -0.3593  0.361
7 N -0.6000 0.5860 0.8814  -0.401
8 O -0.3928 -0.9230 -0.6975  -0.286
9 S 1.7654 0.8415 -0.2987  -0.281

Computed properties:
charge = 0
Kohn-Sham gap = 8.90 eV
total energy = -644.21843 Ha
energy above the lowest of the compared OMol25 structures with the same formula, charge and spin = 1.864 eV
HOMO level = -9.068 eV

=====

Record 8
Here is C3H3NOS as an isolated structure from the OMol25 dataset. Energies are from wB97M-V/def2-TZVPD.

Last column: Mulliken charge in e.
Cartesian coordinates (Å):
1 C -2.1857 1.5502 -1.6929  0.080
2 C -1.6071 0.6401 -1.0939  0.179
3 C -1.0439 -0.4186 -0.4541  -0.360
4 N 2.2092 -1.4489 1.3288  -0.452
5 O -0.3413 -0.9022 0.4110  -0.430
6 S 1.3965 -0.1025 1.3860  0.119
7 H -2.5574 2.3256 -2.2666  0.430
8 H 2.0515 -1.9699 2.2508  0.223
9 H 2.0782 0.3263 0.1309  0.211

Computed properties:
charge = 0
Kohn-Sham gap (spin up / spin down) = 5.69 / 5.71 eV
total energy = -644.01769 Ha
energy above the lowest of the compared OMol25 structures with the same formula, charge and spin = 7.327 eV
HOMO level (spin up / spin down) = -6.591 / -6.594 eV

=====

Record 9
Here is one molecule with the formula C3H3NOS2 from the OMol25 dataset. Energies are from wB97M-V/def2-TZVPD.

Last column: Mulliken charge in e.
Cartesian coordinates (Å):
1 C 1.1406 -0.0926 -0.1574  0.459
2 C -0.9590 -0.9895 0.2362  -0.474
3 C 0.4274 1.1659 0.1726  -0.190
4 H -0.9710 -0.5024 1.2005  0.384
5 H -1.3232 -1.9985 0.0909  0.331
6 H 1.0709 2.1112 0.2867  0.334
7 N -0.7612 1.4117 -0.1633  -0.362
8 O 0.3982 -1.2376 -0.2792  -0.301
9 S 2.7625 0.0317 -0.5757  -0.218
10 S -1.7852 0.1002 -0.8112  0.037

Computed properties:
charge = 0
Kohn-Sham gap = 8.16 eV
SMILES = S=C1C=NSCO1
total energy = -1042.40595 Ha
energy above the lowest of the compared OMol25 structures with the same formula, charge and spin = 2.523 eV
HOMO level = -9.165 eV

=====

Record 10
Here is one molecule with the formula C3H3NOS3 from the OMol25 dataset. Energies are from wB97M-V/def2-TZVPD.

Last column: Mulliken charge in e.
Cartesian coordinates (Å):
1 C -0.7909 -0.3413 0.1089  0.261
2 C -0.1503 -1.5586 0.0555  -0.034
3 C 1.4904 -0.0548 -0.0247  0.380
4 H -3.0104 -0.8862 -0.3231  0.151
5 H -0.5526 -2.6586 0.4954  0.272
6 H 1.1531 2.9259 -0.1368  0.151
7 N 0.2508 0.6000 0.1796  -0.135
8 O 1.1807 -1.3397 -0.0258  -0.260
9 S -2.4136 0.3552 -0.2120  -0.247
10 S 2.9227 0.5570 -0.1856  -0.454
11 S -0.0800 2.4010 0.0686  -0.086

Computed properties:
charge = 0
Kohn-Sham gap = 8.02 eV
SMILES = S=c1occ(S)n1S
total energy = -1440.58409 Ha
energy above the lowest of the compared OMol25 structures with the same formula, charge and spin = 2.152 eV
HOMO level = -8.025 eV

=====

Record 11
Here is one molecule with the formula C3H3NS2 from the OMol25 dataset. Energies are from wB97M-V/def2-TZVPD.

Last column: Mulliken charge in e.
Cartesian coordinates (Å):
1 C 0.8455 1.3598 0.2683  0.498
2 C 0.1404 0.4819 -0.4870  -0.281
3 C -0.9161 -0.4784 0.0539  -0.477
4 N 1.4525 2.1026 0.9278  -0.345
5 S 0.5290 0.4378 -2.2354  -0.098
6 S -0.1020 -2.1051 0.2734  -0.158
7 H -1.7416 -0.4121 -0.6035  0.355
8 H -1.1794 -0.0080 1.0010  0.320
9 H 0.9717 -1.3785 0.8014  0.186

Computed properties:
charge = 0
Kohn-Sham gap (spin up / spin down) = 7.38 / 7.38 eV
SMILES = N#CC(=S)CS
total energy = -967.16234 Ha
energy above the lowest of the compared OMol25 structures with the same formula, charge and spin = 1.460 eV
HOMO level (spin up / spin down) = -9.681 / -9.681 eV

=====

Record 12
Here is one molecule with the formula C3H3NS2 from the OMol25 dataset. Energies are from wB97M-V/def2-TZVPD.

Last column: Mulliken charge in e.
Cartesian coordinates (Å):
1 C 2.0683 1.8328 -0.1434  0.096
2 C 1.6358 0.1591 0.0143  0.465
3 C 0.1060 0.0576 -0.1104  -0.929
4 N 2.1571 2.9604 -0.1581  -0.339
5 S 2.7424 -0.6118 1.1812  -0.098
6 S 2.8032 -0.9725 -0.8631  -0.095
7 H -0.2181 0.7483 -0.9489  0.326
8 H -0.3406 0.2801 0.9582  0.259
9 H -0.3078 -0.9522 -0.5053  0.315

Computed properties:
<S²> = 2.011
charge = 0
Kohn-Sham gap (spin up / spin down) = 7.10 / 8.03 eV
total energy = -967.07848 Ha
energy above the lowest of the compared OMol25 structures with the same formula, charge and spin = 1.168 eV
spin multiplicity = 3
HOMO level (spin up / spin down) = -6.721 / -10.747 eV